Entry 1:
Formula: C14H34AsF6MnO19S4V
Source: the OMol25 dataset
Level of theory: ωB97M-V with the def2-TZVPD basis set

Positions of all 80 atoms, in Å:
1 O 1.883 1.665 4.002
2 V 1.733 0.141 4.099
3 Mn 2.370 3.117 0.224
4 O 3.638 1.897 -2.741
5 C 4.040 1.278 -1.596
6 O 3.564 1.608 -0.447
7 O 4.928 0.433 -1.688
8 H 4.417 1.364 -3.071
9 O -1.150 0.784 0.759
10 C 0.084 0.869 1.251
11 O 0.870 1.711 0.767
12 O 0.452 0.089 2.184
13 H -1.473 0.110 1.389
14 As -2.172 0.480 4.690
15 F -2.254 1.407 6.190
16 F -0.413 0.320 4.784
17 F -2.109 -0.423 3.137
18 F -3.883 0.697 4.502
19 F -1.990 1.993 3.793
20 F -2.463 -1.038 5.524
21 O 3.932 -2.468 -3.512
22 S 4.433 -2.947 -2.253
23 O 5.628 -2.428 -1.624
24 O 3.319 -2.659 -1.050
25 C 1.970 -2.994 -1.315
26 C 1.122 -1.785 -0.787
27 C 4.468 -4.813 -2.132
28 H 1.624 -3.904 -0.822
29 H 1.672 -3.138 -2.356
30 H 1.441 -0.830 -1.199
31 H 1.179 -1.875 0.297
32 H 0.048 -1.856 -0.978
33 H 4.978 -5.165 -3.026
34 H 3.407 -5.037 -2.061
35 H 5.100 -4.965 -1.261
36 O -0.791 3.964 -2.886
37 S 0.448 3.270 -2.773
38 O 1.185 3.310 -1.503
39 O 0.165 1.658 -3.068
40 C -0.447 1.374 -4.353
41 C -1.245 0.146 -4.019
42 C 1.569 3.645 -4.165
43 H 0.392 1.239 -5.038
44 H -1.074 2.165 -4.765
45 H -1.797 0.371 -3.106
46 H -0.688 -0.763 -3.797
47 H -1.983 0.005 -4.810
48 H 1.102 3.432 -5.126
49 H 2.559 3.205 -4.095
50 H 1.551 4.737 -4.198
51 O -5.251 5.315 1.695
52 S -4.834 4.363 0.703
53 O -5.696 3.229 0.445
54 O -4.498 5.161 -0.711
55 C -4.312 4.423 -1.900
56 C -4.357 5.284 -3.179
57 C -3.197 3.728 1.065
58 H -5.017 3.626 -2.143
59 H -3.331 3.985 -1.694
60 H -3.921 4.782 -4.039
61 H -3.655 6.079 -2.917
62 H -5.374 5.664 -3.248
63 H -2.475 4.540 1.038
64 H -2.857 2.897 0.447
65 H -3.260 3.215 2.026
66 O 1.364 -1.915 4.163
67 S 1.083 -3.128 3.405
68 O 1.943 -3.556 2.330
69 O 0.922 -4.355 4.414
70 C 0.868 -5.704 3.919
71 C 0.610 -6.606 5.097
72 C -0.622 -3.107 2.720
73 H 1.793 -5.955 3.402
74 H 0.016 -5.842 3.250
75 H 0.820 -7.632 4.801
76 H -0.454 -6.531 5.323
77 H 1.187 -6.267 5.956
78 H -0.672 -2.238 2.065
79 H -1.317 -2.912 3.535
80 H -0.847 -3.940 2.059

Forces on atoms 1 to 3 (eV/Å):
O 0.75 -0.85 0.45
V -4.43 0.90 -2.69
Mn -0.59 -2.73 -1.32

Values from the calculation:
Maximum force, Eh/bohr: 0.1179
Charge: +1
HOMO level (spin up / spin down), eV: -12.245 / -12.310
Spin multiplicity: 7
Kohn-Sham gap (spin up / spin down), eV: 5.070 / 5.732



Entry 2:
Formula: C14H34BBrN5O10P
Source: the OMol25 dataset
Level of theory: ωB97M-V with the def2-TZVPD basis set

Positions of all 66 atoms, in Å:
1 C -2.851 0.387 -3.689
2 C -2.872 -1.078 -3.380
3 C -3.747 -1.446 -2.212
4 N -2.183 -1.907 -4.042
5 B -1.172 -2.685 -3.395
6 O 0.018 -2.138 -3.009
7 C -0.079 -1.680 -1.641
8 C 1.265 -1.344 -1.057
9 C 1.920 -0.239 -1.885
10 C 1.023 -0.754 0.359
11 C 1.083 -1.764 1.498
12 C 1.140 -0.978 2.813
13 C -0.147 -2.707 1.533
14 P -1.384 -4.634 -3.123
15 O -2.558 -5.019 -4.239
16 Br -2.437 -4.850 -1.142
17 H -2.494 0.592 -4.686
18 H -3.841 0.801 -3.510
19 H -2.196 0.877 -2.974
20 H -4.675 -0.887 -2.264
21 H -3.946 -2.505 -2.190
22 H -3.244 -1.119 -1.303
23 H -0.637 -2.397 -1.039
24 H -0.661 -0.755 -1.642
25 H 1.910 -2.211 -0.946
26 H 2.900 -0.061 -1.456
27 H 1.348 0.668 -1.720
28 H 1.976 -0.483 -2.938
29 H 0.071 -0.227 0.361
30 H 1.782 0.006 0.532
31 H 1.959 -2.395 1.364
32 H 0.953 -1.611 3.669
33 H 0.395 -0.190 2.745
34 H 2.108 -0.491 2.854
35 H -0.404 -2.863 2.574
36 H 0.104 -3.682 1.131
37 H -1.010 -2.287 1.031
38 H -3.380 -5.211 -3.760
39 C -4.389 3.165 -1.058
40 N -3.012 3.141 -1.622
41 O -2.852 3.593 -2.737
42 O -2.136 2.669 -0.921
43 H -5.052 3.608 -1.791
44 H -4.670 2.137 -0.844
45 H -4.358 3.758 -0.149
46 C 4.441 -3.858 4.058
47 N 3.997 -2.438 4.017
48 O 3.383 -2.014 4.975
49 O 4.283 -1.804 3.023
50 H 4.116 -4.291 4.997
51 H 3.986 -4.366 3.213
52 H 5.523 -3.863 3.978
53 C -1.109 6.626 -1.838
54 N -2.311 7.464 -1.568
55 O -3.346 6.888 -1.284
56 O -2.174 8.666 -1.650
57 H -1.390 5.586 -1.727
58 H -0.782 6.836 -2.851
59 H -0.347 6.906 -1.117
60 C 4.415 0.941 4.654
61 N 4.818 2.332 5.007
62 O 4.024 3.226 4.785
63 O 5.921 2.476 5.497
64 H 3.418 0.965 4.232
65 H 5.133 0.566 3.933
66 H 4.435 0.353 5.566

Forces on atoms 1 to 3 (eV/Å):
C -0.82 -0.09 -0.15
C -0.34 0.62 -0.51
C 0.42 0.24 0.08

Values from the calculation:
Maximum force, Eh/bohr: 0.0382
HOMO level, eV: -7.866
Kohn-Sham gap, eV: 7.592
SMILES string: CC(C)=NB(OC[C@@H](C)CC(C)C)P(O)Br.C[N+](=O)[O-].C[N+](=O)[O-].C[N+](=O)[O-].C[N+](=O)[O-]



Entry 3:
Formula: C14H34BKN4O6PS2Ta
Source: the OMol25 dataset
Level of theory: ωB97M-V with the def2-TZVPD basis set

Positions of all 64 atoms, in Å:
1 C 5.181 2.529 0.277
2 C 3.819 3.124 0.904
3 O 4.029 4.585 0.981
4 C 3.530 2.655 2.401
5 N 3.277 1.201 2.581
6 C 2.747 0.536 1.362
7 C 2.078 -0.911 1.692
8 O 0.935 -1.164 0.829
9 Ta 1.481 -1.644 -1.175
10 N 1.921 -1.980 -3.303
11 C -0.613 -2.536 -1.566
12 C -1.804 -1.511 -1.155
13 C -3.108 -2.366 -0.796
14 C -3.272 -2.705 0.756
15 C -3.229 -1.435 1.718
16 C -4.613 -0.652 1.904
17 C -4.525 0.867 1.346
18 S -4.475 0.736 -0.510
19 C -5.678 1.857 -1.308
20 N -7.066 1.706 -1.591
21 N -7.548 2.809 -2.238
22 C -6.443 3.697 -2.379
23 O -5.302 3.131 -1.794
24 O 2.323 -3.543 -0.632
25 B 3.775 -3.470 -0.605
26 O 4.607 -2.993 -1.680
27 O 4.427 -3.886 0.637
28 P 0.633 0.770 -1.831
29 S 2.040 1.842 -2.691
30 H 5.718 3.329 -0.350
31 H 5.855 2.025 1.039
32 H 4.847 1.733 -0.485
33 H 2.920 3.005 0.193
34 H 4.008 4.860 0.039
35 H 2.700 3.290 2.859
36 H 4.477 2.896 3.013
37 H 4.066 0.703 3.000
38 H 1.941 1.125 0.823
39 H 3.653 0.289 0.701
40 H 2.869 -1.733 1.687
41 H 1.684 -0.862 2.776
42 H 3.177 -0.930 -1.023
43 H 2.285 -1.070 -3.623
44 H 2.667 -2.684 -3.371
45 H -0.724 -3.430 -0.844
46 H -0.821 -2.843 -2.642
47 H -1.394 -0.886 -0.295
48 H -2.012 -0.783 -2.022
49 H -2.995 -3.378 -1.335
50 H -4.047 -1.895 -1.266
51 H -2.471 -3.450 1.074
52 H -4.312 -3.189 0.871
53 H -2.438 -0.661 1.452
54 H -2.942 -1.834 2.761
55 H -5.456 -1.244 1.424
56 H -4.811 -0.550 3.034
57 H -5.349 1.533 1.759
58 H -3.482 1.270 1.687
59 H -6.455 4.719 -2.890
60 H 5.068 -2.180 -1.374
61 H 4.742 -3.068 1.083
62 H -0.480 0.738 -2.735
63 H 0.171 1.493 -0.658
64 K -1.787 2.417 1.505

Forces on atoms 1 to 3 (eV/Å):
C -1.36 -0.84 -1.02
C 0.89 0.93 -0.09
O -0.56 -0.76 -0.62

Values from the calculation:
Maximum force, Eh/bohr: 0.1072
HOMO level, eV: -7.201
Kohn-Sham gap, eV: 5.319